No. 1
ORCA calculation (the ωB97M-V functional and the def2-TZVPD basis) on a 2-piece molecular cluster, C2H8NO3 overall at a distorted geometry.

Geometry (Å):
1 O -0.8592 -0.0607 -0.7907
2 C 0.0301 0.1191 0.0033
3 O 0.6247 1.2060 0.3682
4 C 0.6054 -1.1011 0.7827
5 N -0.0442 -2.3070 0.1909
6 H 0.1877 2.0633 0.0042
7 H 1.6612 -1.1196 0.5780
8 H 0.3169 -1.0121 1.8167
9 H -0.2060 -2.1676 -0.8088
10 H 0.4546 -3.1603 0.4158
11 H -0.9878 -2.4090 0.5795
12 H -0.5806 2.9038 -1.7462
13 H -0.4923 3.9813 -0.5898
14 O -0.7105 3.0638 -0.8038

Results
LUMO energy: -0.1321 hartree
Spin multiplicity: 1
Relative energy (zero: lowest compared OMol25 entry of this formula, charge and spin): 3.8 kcal/mol
Energy: -361.257064 a.u.
Kohn-Sham gap: 11.52 eV
Net charge: +1

Results of the Mulliken charge analysis, in e, for atoms 1 through 2:
1. O -0.57
2. C 0.66

No. 2
ORCA calculation (the ωB97M-V functional and the def2-TZVPD basis) on a 2-piece molecular cluster, C15H18O overall at a distorted geometry.

Geometry (Å):
1 C -2.5405 -3.5573 -1.5234
2 C -3.2915 -2.7593 -0.4096
3 C -2.5542 -1.6002 0.1948
4 C -1.3179 -1.7664 0.8496
5 C -0.7959 -0.8285 1.7141
6 C -1.5325 0.3475 1.9304
7 O -1.0360 1.2349 2.8441
8 C -2.5884 0.6285 1.0934
9 C -3.1135 -0.3228 0.2417
10 H -1.7220 -2.9137 -1.8622
11 H -3.2316 -4.0008 -2.2325
12 H -1.9824 -4.3747 -1.0754
13 H -4.2650 -2.3956 -0.7052
14 H -3.3780 -3.4935 0.3989
15 H -0.6077 -2.5226 0.5170
16 H 0.1403 -1.0107 2.2169
17 H -1.6604 1.9379 2.9700
18 H -3.0566 1.5992 1.2499
19 H -3.8796 -0.1737 -0.5111
20 C 3.4495 3.8345 -0.1388
21 C 3.1203 2.4005 -0.3653
22 C 3.8939 1.5031 -1.1024
23 C 3.4438 0.2218 -1.3703
24 C 2.1488 -0.1519 -0.9890
25 C 1.3467 0.6982 -0.2205
26 C 1.8686 1.9576 0.0240
27 H 2.6211 4.4822 -0.4100
28 H 4.3958 4.0193 -0.6566
29 H 3.6275 4.0518 0.9219
30 H 4.9058 1.8249 -1.3331
31 H 4.0418 -0.5004 -1.9088
32 H 1.8649 -1.1885 -1.1276
33 H 0.4145 0.2481 0.0702
34 H 1.2706 2.5703 0.7047

Results
LUMO energy: 0.0289 hartree
Spin multiplicity: 1
Relative energy (zero: lowest compared OMol25 entry of this formula, charge and spin): 26.1 kcal/mol
Energy: -657.575499 a.u.
Structure (SMILES): CCc1ccc(O)cc1.Cc1ccccc1
Kohn-Sham gap: 9.13 eV

Results of the Mulliken charge analysis, in e, for atoms 1 through 2:
1. C -1.11
2. C -0.67

No. 3
ORCA calculation (the ωB97M-V functional and the def2-TZVPD basis) on C56H58CoN3O4P2Si3 as an isolated structure at a distorted geometry.

Geometry (Å):
1 Co -0.8214 -0.4073 0.7635
2 O -4.7933 -0.2944 0.3265
3 C -3.5061 -0.3046 0.7668
4 O -2.5671 -0.3781 -0.0985
5 C -3.1908 -0.2546 2.1349
6 C -4.0078 -0.1140 3.2903
7 C -3.3863 -0.0526 4.5257
8 C -2.0034 -0.0676 4.6481
9 C -1.2343 -0.1807 3.4598
10 N -1.8463 -0.3369 2.2682
11 C 0.1595 -0.1451 3.2358
12 O 1.0594 -0.0637 4.2628
13 O 0.6008 -0.1996 2.0466
14 H -4.7752 -0.4113 -0.6337
15 H -5.0781 -0.0343 3.1899
16 H -3.9930 0.0514 5.4139
17 H -1.5286 0.0237 5.6150
18 H 0.5695 -0.0713 5.0957
19 C -2.3246 3.1557 2.8879
20 Si -2.0659 3.1680 0.9962
21 C -1.4687 4.9429 0.5576
22 C -3.7886 3.0548 0.1629
23 N -0.9946 1.8863 0.5943
24 P -0.1444 1.7141 -0.7448
25 C 0.3377 0.0279 -0.6911
26 P 1.7930 -0.7452 -1.3131
27 N 2.1221 -2.0717 -0.5222
28 Si 3.3807 -2.5148 0.5512
29 C 3.9056 -1.1265 1.7600
30 C 2.9172 -4.1230 1.4772
31 C 5.0116 -3.0239 -0.3369
32 C 1.3271 -1.2059 -3.0504
33 C 0.1371 -1.9253 -3.1305
34 C -0.2707 -2.5019 -4.3181
35 C 0.5149 -2.3771 -5.4528
36 C 1.6570 -1.5975 -5.4055
37 C 2.0487 -0.9927 -4.2211
38 C 3.3604 0.1697 -1.5285
39 C 4.3466 -0.4373 -2.3007
40 C 5.5769 0.1706 -2.4557
41 C 5.8587 1.3552 -1.7902
42 C 4.9252 1.8853 -0.9153
43 C 3.6866 1.2857 -0.7778
44 C 1.1303 3.0344 -0.8100
45 C 1.7204 3.5394 -1.9633
46 C 2.6196 4.5892 -1.8735
47 C 2.9439 5.1326 -0.6404
48 C 2.3948 4.6008 0.5169
49 C 1.5000 3.5520 0.4282
50 C -1.1573 2.0864 -2.2354
51 C -1.9463 1.0742 -2.7702
52 C -2.8098 1.3375 -3.8179
53 C -2.9146 2.6221 -4.3262
54 C -2.1632 3.6452 -3.7714
55 C -1.2886 3.3786 -2.7337
56 H -2.8056 4.0743 3.2112
57 H -1.3880 3.0619 3.4275
58 H -2.9607 2.3328 3.1898
59 H -1.9636 5.6758 1.1900
60 H -1.6980 5.1884 -0.4750
61 H -0.3981 5.0559 0.6902
62 H -4.3619 2.2198 0.5524
63 H -4.3653 3.9609 0.3366
64 H -3.6926 2.9139 -0.9114
65 H 3.0887 -0.8370 2.4150
66 H 4.1770 -0.2437 1.1842
67 H 4.7638 -1.4037 2.3701
68 H 1.9047 -4.1293 1.8587
69 H 3.5939 -4.2709 2.3155
70 H 3.0116 -4.9827 0.8214
71 H 5.6285 -2.1700 -0.5956
72 H 4.8049 -3.5720 -1.2495
73 H 5.6000 -3.6714 0.3063
74 H -0.4577 -2.0139 -2.2316
75 H -1.1919 -3.0638 -4.3582
76 H 0.2360 -2.8755 -6.3715
77 H 2.2604 -1.4685 -6.2956
78 H 2.9224 -0.3554 -4.2282
79 H 4.1503 -1.4035 -2.7416
80 H 6.3252 -0.2885 -3.0873
81 H 6.8191 1.8368 -1.9189
82 H 5.1598 2.7612 -0.3281
83 H 2.9681 1.6628 -0.0694
84 H 1.4635 3.1260 -2.9295
85 H 3.0663 4.9995 -2.7701
86 H 3.6249 5.9706 -0.5793
87 H 2.6490 5.0184 1.4820
88 H 1.0457 3.1163 1.3084
89 H -1.8846 0.0883 -2.3343
90 H -3.4081 0.5408 -4.2403
91 H -3.5910 2.8312 -5.1441
92 H -2.2618 4.6565 -4.1457
93 H -0.7075 4.1824 -2.3050
94 C -0.8228 -3.7935 5.3984
95 C -1.8962 -4.2364 4.6456
96 C -1.9410 -3.9951 3.2843
97 C -0.9254 -3.3034 2.6308
98 C 0.1697 -2.9110 3.3992
99 C 0.2215 -3.1472 4.7627
100 Si -0.9769 -2.8025 0.7580
101 C -0.1940 -4.4424 0.0099
102 C 0.6242 -4.4936 -1.1107
103 C 1.0540 -5.6899 -1.6584
104 C 0.6594 -6.8925 -1.1018
105 C -0.1719 -6.8723 0.0066
106 C -0.5863 -5.6678 0.5495
107 C -2.7396 -3.2614 0.0657
108 C -2.8655 -3.7184 -1.2466
109 C -4.0916 -4.0651 -1.7845
110 C -5.2394 -3.9795 -1.0124
111 C -5.1388 -3.5396 0.2964
112 C -3.9083 -3.1695 0.8176
113 H -0.8009 -3.9573 6.4677
114 H -2.7071 -4.7674 5.1240
115 H -2.7778 -4.3720 2.7179
116 H 1.0076 -2.4358 2.9163
117 H 1.0797 -2.8134 5.3319
118 H 0.9682 -3.5758 -1.5464
119 H 1.6992 -5.6749 -2.5278
120 H 0.9933 -7.8338 -1.5206
121 H -0.5070 -7.8031 0.4494
122 H -1.2303 -5.6856 1.4157
123 H -1.9817 -3.8179 -1.8585
124 H -4.1606 -4.4034 -2.8115
125 H -6.2018 -4.2514 -1.4294
126 H -6.0252 -3.4725 0.9153
127 H -3.8678 -2.8000 1.8313

Results
LUMO energy (alpha / beta): 0.0495 / 0.0552 hartree
Spin multiplicity: 2
Energy: -5568.112774 a.u.
Kohn-Sham gap (alpha / beta): 5.10 / 5.28 eV
Net charge: -1

Results of the Mulliken charge analysis, in e, for atoms 1 through 2:
1. Co -1.40
2. O -0.75

No. 4
ORCA calculation (the ωB97M-V functional and the def2-TZVPD basis) on C4H12NO2 as an isolated structure at a distorted geometry.

Geometry (Å):
1 C 1.5523 1.0599 -0.7140
2 C 0.7927 1.6209 0.4931
3 N 0.8015 0.7669 1.6662
4 C -0.0983 -0.7930 1.1284
5 C -1.4341 -0.2864 0.5356
6 O -1.4326 0.0565 -0.8278
7 H 1.2216 -0.0024 -0.9963
8 H 2.5902 0.8970 -0.5391
9 H 1.3693 1.6147 -1.5462
10 H 1.2434 2.5462 0.7820
11 H -0.2789 1.7986 0.1558
12 H 1.0292 -0.4538 1.3438
13 H -0.3611 -1.2269 2.1711
14 H 0.0751 -1.6447 0.3794
15 H -2.2598 -1.0250 0.6381
16 H -1.6432 0.6699 1.0800
17 H -0.7834 -2.3941 -2.6518
18 H -1.3211 -0.8586 -1.3543
19 O -1.0627 -2.3459 -1.7443

Results
LUMO energy: 0.1517 hartree
Spin multiplicity: 1
Relative energy (zero: lowest compared OMol25 entry of this formula, charge and spin): 114.7 kcal/mol
Energy: -364.672664 a.u.
Kohn-Sham gap: 7.95 eV
Net charge: -1

Results of the Mulliken charge analysis, in e, for atoms 1 through 2:
1. C -1.26
2. C -0.13